[1]
This record from the OMol25 dataset describes a cluster of 5 separate species, C27H69N2O17P4 in total in a non-equilibrium geometry. The level of theory is ωB97M-V/def2-TZVPD.

energy	-104060.2562	eV
total charge	-1

Element x y z (Å)
N  -7.622  -0.058  1.668
C  -8.332  -1.136  0.890
N  -8.021  -2.462  1.254
C  -6.649  -2.792  0.976
C  -6.142  -2.459  -0.461
O  -5.215  -1.359  -0.462
H  -7.514  0.724  1.022
H  -6.670  -0.322  1.901
H  -9.407  -0.997  1.099
H  -8.231  -0.918  -0.214
H  -5.914  -2.386  1.726
H  -6.569  -3.889  1.080
H  -6.980  -2.276  -1.140
H  -5.553  -3.307  -0.840
H  -5.481  -0.718  0.203
O  -3.521  2.213  2.289
P  -2.029  2.200  2.116
O  -1.808  0.621  1.736
C  -2.377  0.125  0.519
C  -1.817  0.832  -0.700
O  -1.651  2.205  3.725
C  -2.418  2.998  4.633
C  -3.310  2.109  5.475
O  -0.457  2.580  1.738
C  0.681  2.050  2.413
C  1.131  0.699  1.888
H  -3.461  0.214  0.549
H  -2.138  -0.937  0.467
H  -2.113  1.888  -0.718
H  -2.182  0.363  -1.613
H  -0.725  0.805  -0.701
H  -3.006  3.746  4.101
H  -1.715  3.534  5.276
H  -3.898  1.434  4.855
H  -3.993  2.705  6.084
H  -2.707  1.487  6.139
H  0.550  2.023  3.492
H  1.482  2.771  2.226
H  0.505  -0.106  2.270
H  2.154  0.496  2.217
H  1.096  0.665  0.799
O  -0.134  -4.665  -3.764
P  0.936  -4.095  -2.882
O  1.304  -5.389  -1.937
C  1.839  -6.554  -2.552
C  3.163  -6.284  -3.244
O  -0.031  -3.230  -1.879
C  -1.198  -2.562  -2.386
C  -2.447  -3.295  -1.942
O  2.251  -3.216  -2.410
C  2.480  -2.778  -1.068
C  3.152  -3.813  -0.188
H  1.112  -6.970  -3.255
H  1.984  -7.289  -1.759
H  3.029  -5.611  -4.098
H  3.602  -7.213  -3.609
H  3.868  -5.805  -2.564
H  -1.160  -2.472  -3.472
H  -1.199  -1.551  -1.976
H  -2.390  -4.356  -2.185
H  -3.335  -2.876  -2.416
H  -2.568  -3.222  -0.861
H  1.578  -2.395  -0.597
H  3.154  -1.923  -1.161
H  2.442  -4.563  0.157
H  3.569  -3.331  0.698
H  3.953  -4.327  -0.720
O  7.162  -2.925  1.010
P  8.276  -2.205  1.709
O  8.824  -3.366  2.734
C  9.373  -4.559  2.184
C  10.598  -4.289  1.329
O  7.351  -1.293  2.720
C  6.102  -0.763  2.261
C  4.953  -1.520  2.891
O  9.567  -1.207  1.945
C  9.904  -0.614  3.202
C  10.732  -1.511  4.100
H  8.609  -5.088  1.609
H  9.647  -5.195  3.026
H  10.333  -3.720  0.432
H  11.060  -5.225  1.014
H  11.334  -3.701  1.878
H  6.039  -0.794  1.173
H  6.063  0.287  2.558
H  5.062  -2.596  2.760
H  4.000  -1.213  2.456
H  4.918  -1.335  3.966
H  9.033  -0.235  3.729
H  10.505  0.262  2.948
H  10.115  -2.259  4.595
H  11.207  -0.916  4.883
H  11.505  -2.033  3.535
O  -3.403  4.221  -2.045
P  -4.339  5.084  -2.840
O  -3.340  5.631  -4.026
C  -2.771  4.684  -4.926
C  -3.826  3.935  -5.719
O  -4.365  6.376  -1.816
C  -4.343  6.151  -0.402
C  -2.984  6.508  0.161
O  -5.715  5.614  -3.584
C  -6.002  6.985  -3.857
C  -5.390  7.495  -5.147
H  -2.133  3.987  -4.376
H  -2.131  5.246  -5.608
H  -4.431  3.299  -5.064
H  -3.361  3.300  -6.473
H  -4.507  4.627  -6.213
H  -4.602  5.119  -0.166
H  -5.110  6.788  0.045
H  -2.182  6.014  -0.389
H  -2.914  6.219  1.211
H  -2.805  7.582  0.083
H  -5.750  7.636  -3.024
H  -7.090  7.031  -3.954
H  -4.332  7.719  -5.025
H  -5.883  8.420  -5.451
H  -5.488  6.762  -5.948


[2]
This record from the OMol25 dataset describes a structure of composition C43H51EuF6N6O4 in a non-equilibrium geometry. The level of theory is ωB97M-V/def2-TZVPD.

total charge	-1
relative energy (zero: lowest compared OMol25 entry of this formula, charge and spin)	28.6	kcal per mole
multiplicity	8

Element x y z (Å)
Eu  -0.736  0.725  0.213
C  6.675  0.695  3.103
O  5.715  0.172  2.209
C  4.392  0.012  2.566
C  3.958  0.214  3.871
C  2.592  0.270  4.067
C  1.645  0.233  3.014
C  0.214  0.553  3.280
C  -0.327  0.133  4.646
O  -0.530  1.142  2.469
C  2.106  -0.109  1.655
O  1.353  -0.211  0.652
C  3.507  -0.261  1.527
H  7.639  0.306  2.738
H  6.488  0.468  4.139
H  6.724  1.808  2.970
H  4.653  0.223  4.708
H  2.138  0.520  5.038
H  0.004  -0.863  4.958
H  -1.439  0.187  4.593
H  -0.012  0.943  5.322
H  3.846  -0.596  0.572
C  -0.704  -1.643  -2.321
N  0.187  -1.020  -3.317
C  1.159  -1.958  -3.846
C  0.291  0.322  -3.415
N  -0.174  1.101  -2.452
C  -0.718  2.385  -2.726
C  -1.459  2.610  -3.912
C  -1.786  3.904  -4.248
C  -1.588  4.966  -3.328
C  -1.135  4.683  -2.049
C  -0.651  3.402  -1.709
N  -0.131  3.109  -0.422
C  0.390  4.073  0.342
N  1.492  4.777  -0.111
C  1.693  6.189  0.198
C  2.453  4.058  -0.902
N  -0.063  4.388  1.599
C  0.766  4.925  2.715
C  -1.415  4.081  2.002
N  0.937  0.758  -4.558
C  0.498  0.293  -5.892
C  2.043  1.641  -4.432
H  -0.998  -2.625  -2.716
H  -1.589  -1.031  -2.161
H  -0.201  -1.889  -1.374
H  0.698  -2.564  -4.612
H  1.495  -2.616  -3.012
H  2.071  -1.477  -4.268
H  -1.562  1.758  -4.639
H  -2.134  4.142  -5.270
H  -1.799  5.970  -3.642
H  -1.057  5.499  -1.354
H  0.735  6.724  0.180
H  2.328  6.607  -0.655
H  2.231  6.341  1.149
H  2.108  3.030  -0.859
H  3.469  4.221  -0.448
H  2.411  4.358  -1.980
H  0.471  5.964  2.892
H  1.830  4.828  2.456
H  0.640  4.237  3.577
H  -2.064  4.010  1.159
H  -1.749  4.954  2.621
H  -1.469  3.127  2.594
H  -0.331  -0.456  -5.811
H  1.410  -0.063  -6.421
H  0.133  1.184  -6.440
H  2.456  1.776  -3.420
H  1.786  2.623  -4.846
H  2.844  1.236  -5.089
C  -3.758  -7.646  -1.108
C  -4.463  -6.437  -0.857
C  -3.770  -5.282  -0.466
C  -2.354  -5.401  -0.217
C  -1.703  -6.543  -0.650
C  -2.399  -7.673  -1.097
C  -1.568  -4.336  0.469
C  -0.346  -4.411  0.916
C  0.792  -4.336  1.726
C  2.071  -3.853  1.278
C  3.169  -3.746  2.081
C  3.131  -4.212  3.374
C  1.909  -4.622  3.898
C  0.775  -4.624  3.103
H  -4.339  -8.519  -1.386
H  -5.545  -6.489  -0.920
H  -4.224  -4.327  -0.313
H  -0.618  -6.658  -0.464
H  -1.847  -8.542  -1.406
H  -2.127  -3.384  0.560
H  2.188  -3.694  0.209
H  4.100  -3.366  1.676
H  4.033  -4.165  3.943
H  1.864  -4.797  4.983
H  -0.163  -4.887  3.578
C  -4.352  -0.422  -1.179
C  -3.982  -0.167  0.294
O  -2.666  -0.269  0.475
C  -4.456  1.299  0.698
F  -5.701  1.638  0.329
F  -4.246  1.547  2.041
F  -3.630  2.221  0.015
C  -4.687  -1.230  1.249
F  -4.743  -0.717  2.546
F  -5.940  -1.577  0.876
F  -3.955  -2.352  1.320
H  -3.923  0.416  -1.803
H  -5.441  -0.510  -1.388
H  -3.937  -1.404  -1.522


[3]
This record from the OMol25 dataset describes the molecule C17H21N3O3S. The level of theory is ωB97M-V/def2-TZVPD.

structure (SMILES)	CC(C)OC(=O)CC(=O)c1sc2nc3c(cc2c1N)CN(C)CC3
relative energy (zero: lowest compared OMol25 entry of this formula, charge and spin)	24.9	kcal per mole

Element x y z (Å)
C  5.947  2.465  0.580
H  5.034  2.953  0.246
H  6.641  2.400  -0.255
H  6.394  3.062  1.370
C  5.628  1.069  1.105
C  6.869  0.335  1.590
H  7.316  0.875  2.420
H  7.593  0.259  0.783
H  6.608  -0.668  1.918
H  4.883  1.142  1.908
O  5.058  0.274  0.049
C  3.753  0.384  -0.171
O  3.012  1.102  0.447
C  3.320  -0.548  -1.289
C  2.280  -1.494  -0.707
O  2.607  -2.590  -0.262
C  0.935  -1.014  -0.651
C  -0.098  -1.681  0.002
N  0.041  -2.907  0.542
H  -0.648  -3.252  1.185
H  0.988  -3.269  0.561
C  -1.318  -0.932  -0.020
C  -2.570  -1.215  0.521
C  -3.598  -0.307  0.346
C  -3.340  0.871  -0.378
N  -2.157  1.157  -0.892
C  -1.179  0.289  -0.717
S  0.421  0.531  -1.323
C  -4.439  1.858  -0.612
C  -5.555  1.681  0.411
N  -5.980  0.294  0.401
C  -7.243  0.088  1.072
H  -8.005  0.698  0.589
H  -7.528  -0.959  0.981
H  -7.207  0.349  2.142
C  -4.948  -0.558  0.955
H  -5.237  -1.600  0.786
H  -4.857  -0.415  2.053
H  -6.407  2.308  0.138
H  -5.205  1.995  1.411
H  -4.030  2.868  -0.587
H  -4.841  1.684  -1.613
H  -2.741  -2.131  1.072
H  2.883  0.045  -2.092
H  4.184  -1.112  -1.636


[4]
This record from the OMol25 dataset describes a structure of composition C19H23FN2O3 in a non-equilibrium geometry. The level of theory is ωB97M-V/def2-TZVPD.

relative energy (zero: lowest compared OMol25 entry of this formula, charge and spin)	26.4	kcal per mole

Element x y z (Å)
C  -5.779  -3.495  1.176
H  -5.601  -3.113  2.100
C  -4.516  -2.897  0.212
H  -3.673  -3.351  0.643
H  -4.726  -3.582  -0.922
C  -4.735  -1.548  0.209
N  -3.681  -1.089  -0.489
C  -2.597  -0.217  -0.272
O  -2.557  0.122  0.917
C  -1.466  0.119  -1.188
N  -0.244  0.045  -0.692
C  0.230  -1.313  -0.821
C  1.677  -1.511  -0.416
C  1.946  0.125  -0.006
C  0.765  0.725  -0.419
C  0.482  2.142  -0.012
C  1.550  2.905  -0.560
C  1.311  4.376  -0.382
C  0.313  5.003  0.104
C  -0.783  4.083  0.782
C  -0.622  2.669  0.424
H  -1.416  2.087  1.094
H  -1.626  4.548  1.226
F  -0.029  6.279  0.481
H  2.080  5.300  -1.071
H  2.476  2.705  -1.117
H  2.863  0.250  0.312
C  2.622  -2.279  -0.191
O  2.260  -3.640  -0.287
O  3.820  -2.069  0.354
C  4.779  -2.933  0.417
C  5.945  -2.450  1.018
H  5.723  -1.969  2.128
H  6.718  -3.309  1.272
H  6.348  -1.692  0.532
H  5.074  -3.262  -0.473
H  4.365  -3.843  0.903
C  -0.452  -2.580  -0.861
H  -1.357  -2.665  -0.488
H  -0.881  -2.400  -2.075
H  0.256  -3.557  -0.852
H  -1.709  1.321  -1.085
H  -1.781  -0.375  -2.108
H  -3.630  -1.385  -1.596
H  -4.655  -0.968  1.080
H  -5.474  -1.176  -0.272
H  -6.700  -3.290  0.714
H  -5.685  -4.727  1.178